1.
Here is a cluster of 4 separate species, C28H65N3O6P2 in total in a non-equilibrium geometry from the OMol25 dataset. Energies are from ωB97M-V with the def2-TZVPD basis set.

Cartesian coordinates (Å):
C -4.5292 -0.1176 3.3175
C -3.4179 0.2119 2.5167
C -2.0034 -0.4986 2.5165
C -1.8574 -1.7002 1.4122
C -3.1601 -1.9288 0.5233
O -4.1609 -2.6131 1.3723
C -4.1785 -3.9939 1.0415
C -3.0664 -5.0341 1.4983
O -5.1390 -4.4193 0.3614
O -0.5771 -1.6923 0.8283
C -0.2443 -1.0804 -0.3845
C -0.3060 0.4968 -0.5554
N -1.5071 1.2132 -0.0573
C -0.8015 -1.7885 -1.7529
C -1.9966 -0.9961 -2.4616
C -2.8365 -2.1030 -3.3107
C 1.3803 -1.4237 -0.4856
N 1.6022 -2.8867 -0.7491
P 2.3215 -0.4631 -1.7896
N 3.8688 -0.9040 -1.7309
P 2.0454 -1.1429 1.3177
C 2.9900 0.4910 1.4499
C 3.2648 -2.5715 1.6908
C 4.1123 -2.3476 3.0303
H -5.5617 0.1518 2.9015
H -4.4535 -0.6033 4.3444
H -3.5439 1.1161 1.8155
H -1.7970 -0.8964 3.5786
H -1.2041 0.3150 2.3535
H -1.8642 -2.6279 2.1086
H -3.6734 -1.0101 0.1121
H -2.9859 -2.6556 -0.3488
H -1.9968 -4.6403 1.3749
H -3.1911 -5.3345 2.6003
H -3.1520 -5.9354 0.7938
H 0.5996 0.9379 0.0132
H -0.1581 0.8652 -1.6428
H -2.3388 0.6266 0.0544
H -1.7807 1.9144 -0.7717
H 0.0094 -1.9386 -2.5322
H -1.1230 -2.8451 -1.4278
H -1.6244 -0.2070 -3.2099
H -2.7256 -0.4815 -1.7609
H -2.1719 -2.5900 -4.1155
H -3.1204 -2.9654 -2.5999
H -3.7643 -1.6109 -3.7556
H 2.5888 -3.0820 -0.9509
H 1.2262 -3.4617 0.0106
H 2.2424 0.9633 -1.6106
H 1.7950 -0.7633 -3.0847
H 4.4845 -0.1027 -1.5402
H 3.5092 0.4805 2.4808
H 3.8292 0.5332 0.6802
H 2.3256 1.4221 1.4596
H 3.9437 -2.7290 0.7844
H 2.6374 -3.5245 1.8530
H 3.4851 -1.9643 3.8969
H 4.5162 -3.3847 3.3318
H 5.0351 -1.7082 2.8059
C -5.5016 5.7125 -2.6106
C -4.8235 5.4829 -1.2717
O -3.7134 4.5993 -1.3436
C -2.6311 5.0109 -2.1679
C -1.9874 6.3097 -1.7164
H -5.7569 4.7605 -3.0829
H -6.4144 6.2989 -2.4802
H -4.8518 6.2558 -3.3007
H -5.5410 5.0182 -0.5903
H -4.5268 6.4305 -0.8106
H -2.9500 5.0702 -3.2141
H -1.8843 4.2136 -2.1158
H -2.6671 7.1563 -1.8355
H -1.0914 6.5163 -2.3068
H -1.7112 6.2568 -0.6602
C 4.8933 -6.3573 7.4366
C 4.0820 -5.2074 6.8669
O 4.1394 -5.1214 5.4499
C 3.6361 -6.2365 4.7284
C 2.1625 -6.5050 4.9802
H 5.9196 -6.3290 7.0622
H 4.9131 -6.3063 8.5279
H 4.4695 -7.3244 7.1555
H 4.4907 -4.2676 7.2473
H 3.0412 -5.2520 7.2040
H 4.2407 -7.1267 4.9322
H 3.7741 -6.0037 3.6691
H 1.9841 -6.8308 6.0073
H 1.7991 -7.2907 4.3139
H 1.5722 -5.5999 4.8156
C 2.9309 4.8229 -4.4232
C 1.4658 5.0823 -4.7252
O 1.0791 6.4359 -4.5342
C 1.7335 7.4004 -5.3467
C 1.4977 7.1992 -6.8335
H 3.1924 5.1944 -3.4291
H 3.1463 3.7524 -4.4689
H 3.5830 5.3252 -5.1415
H 0.8557 4.4897 -4.0377
H 1.2052 4.7506 -5.7357
H 2.8039 7.4293 -5.1166
H 1.3274 8.3724 -5.0557
H 1.9657 6.2800 -7.1930
H 1.9188 8.0314 -7.4021
H 0.4285 7.1288 -7.0482

Calculated values
Total charge = 0
Energy = -65414.30562 eV
Lowest unoccupied orbital energy = 0.0094 hartree
Multiplicity = 1
SMILES = C=CC[C@@H](COC(C)=O)O[C@](CN)(CCC)[C@@](N)([PH2]=N)P(C)CC.CCOCC.CCOCC.CCOCC


2.
Here is a cluster of 8 separate species, C28H66Br2NO21S7 in total in a non-equilibrium geometry from the OMol25 dataset. Energies are from ωB97M-V with the def2-TZVPD basis set.

Cartesian coordinates (Å):
C 0.8750 -3.8291 1.9420
C 0.9522 -4.9348 0.9172
Br 2.6678 -5.6954 0.5997
C -0.1155 -5.3366 0.2656
Br -0.0071 -6.7108 -1.0564
C -1.4481 -4.6997 0.5294
C -2.1241 -4.9516 1.8290
N -2.7448 -3.9131 2.2107
C -2.5506 -2.7600 1.3125
C -1.7042 -3.2192 0.0959
H 1.7972 -3.8718 2.5168
H 0.8149 -2.8776 1.4113
H 0.0523 -3.9452 2.6491
H -2.1124 -5.2608 -0.1536
H -2.0872 -5.9176 2.3174
H -3.3156 -3.8189 3.0461
H -3.4256 -2.1378 1.1466
H -1.8697 -2.1208 1.8973
H -2.4227 -3.1930 -0.7169
H -0.8246 -2.6213 -0.0904
O -2.4593 -0.4183 -1.3895
S -3.0815 0.8328 -1.7205
O -4.3086 0.8786 -2.4510
O -2.0201 1.7736 -2.4355
C -1.3131 1.2541 -3.5816
C -2.1656 1.2881 -4.8356
C -3.2598 1.7882 -0.2522
H -0.9458 0.2458 -3.3758
H -0.4420 1.8943 -3.7120
H -2.9954 0.5845 -4.7680
H -1.5673 1.0246 -5.7085
H -2.5922 2.2799 -4.9850
H -2.3096 1.8012 0.2763
H -4.0259 1.3153 0.3601
H -3.5694 2.7955 -0.5230
O 1.5233 -0.1076 1.8258
S 2.8302 -0.0216 1.2334
O 3.8495 -0.9706 1.5602
O 3.3950 1.4462 1.4383
C 3.4184 1.9904 2.7786
C 4.5806 1.4424 3.5823
C 2.6614 0.0509 -0.5205
H 2.4671 1.8115 3.2813
H 3.5271 3.0667 2.6704
H 4.4495 0.3794 3.7875
H 4.6620 1.9657 4.5336
H 5.5161 1.5537 3.0330
H 1.9241 0.8087 -0.7717
H 2.3275 -0.9276 -0.8620
H 3.6285 0.2885 -0.9561
O 9.5339 -4.7352 -1.0276
S 9.1508 -6.0153 -0.5178
O 8.4889 -6.9709 -1.3499
O 8.2827 -5.7982 0.8065
C 7.1539 -4.9142 0.7249
C 5.9626 -5.5767 0.0600
C 10.5379 -6.7815 0.2499
H 7.4305 -3.9914 0.2119
H 6.9015 -4.6490 1.7505
H 6.1575 -5.7670 -0.9958
H 5.0829 -4.9369 0.1316
H 5.7446 -6.5389 0.5275
H 11.0033 -6.0688 0.9254
H 11.2318 -7.0642 -0.5388
H 10.1990 -7.6642 0.7860
O 3.7027 4.3696 4.9423
S 3.9523 5.3101 5.9964
O 2.9491 5.6041 6.9688
O 4.4733 6.6717 5.3550
C 3.6852 7.2769 4.3130
C 2.4825 8.0168 4.8651
C 5.4448 4.8752 6.8238
H 3.3867 6.5251 3.5800
H 4.3460 7.9778 3.8058
H 1.7587 7.3258 5.2969
H 1.9866 8.5775 4.0722
H 2.7840 8.7063 5.6535
H 6.2212 4.7049 6.0826
H 5.2527 3.9643 7.3872
H 5.7188 5.6825 7.4979
O -8.3105 -1.2071 1.7344
S -8.7434 -1.4542 0.3912
O -8.8345 -2.7882 -0.1147
O -7.8383 -0.5885 -0.5999
C -6.4163 -0.7170 -0.4731
C -5.9107 -1.9901 -1.1255
C -10.2627 -0.6164 0.0963
H -6.1202 -0.6643 0.5790
H -5.9818 0.1426 -0.9772
H -6.2582 -2.8705 -0.5819
H -4.8179 -2.0045 -1.1405
H -6.2791 -2.0728 -2.1472
H -10.1668 0.4129 0.4312
H -11.0343 -1.1298 0.6663
H -10.4872 -0.6624 -0.9662
O 2.4668 -0.7068 -4.5862
S 1.3981 -1.6539 -4.6681
O 0.5191 -1.8645 -3.5536
O 1.9848 -3.0570 -5.1395
C 3.0987 -3.6060 -4.4077
C 2.6558 -4.2329 -3.1029
C 0.4343 -1.3314 -6.1062
H 3.8589 -2.8407 -4.2426
H 3.5410 -4.3642 -5.0509
H 2.2947 -3.4755 -2.4055
H 3.4855 -4.7600 -2.6307
H 1.8383 -4.9349 -3.2708
H 1.1008 -1.2265 -6.9580
H -0.1093 -0.4046 -5.9351
H -0.2620 -2.1531 -6.2537
O -5.7102 5.0070 -0.2379
S -6.3430 6.2484 -0.5751
O -7.5667 6.2720 -1.3099
O -5.2784 7.1847 -1.3047
C -4.5728 6.6510 -2.4398
C -5.4214 6.6636 -3.6961
C -6.5284 7.2228 0.8800
H -4.2063 5.6465 -2.2190
H -3.7018 7.2895 -2.5790
H -6.2503 5.9603 -3.6187
H -4.8198 6.3860 -4.5623
H -5.8484 7.6526 -3.8616
H -5.5798 7.2484 1.4096
H -7.2921 6.7503 1.4942
H -6.8429 8.2229 0.5934

Calculated values
ΔE to the lowest compared entry with this formula, charge and spin = 0.00 kJ/mol
Total charge = +1
Energy = -290515.79912 eV
Lowest unoccupied orbital energy = -0.1387 hartree
Multiplicity = 1


3.
Here is a structure of composition C28H66I2NO11S from the OMol25 dataset. Energies are from ωB97M-V with the def2-TZVPD basis set.

Cartesian coordinates (Å):
C -0.7710 0.8964 4.3592
C -0.9382 -0.3449 3.5576
O -1.8440 -0.6479 2.8572
O 0.1303 -1.2842 3.6947
C 1.1211 -1.3818 2.8004
O 1.8949 -2.2845 2.8228
C 1.1969 -0.2685 1.7630
S 2.2026 -0.6824 0.3419
C 1.6663 -2.3707 -0.0860
C 1.5747 -2.5658 -1.6066
C 1.1077 -1.3373 -2.3825
C -0.2486 -0.8071 -1.8845
N -0.2005 0.5471 -1.3171
C -1.4586 0.8999 -0.6413
C 0.2606 1.5110 -2.2336
C 0.6001 2.8664 -1.6812
O 0.4361 1.2176 -3.3905
C 3.9746 -0.8453 0.8143
I 4.4139 0.1531 2.6269
C 4.7611 -0.3905 -0.4651
C 5.4061 -1.6025 -1.1336
I 6.2194 1.1296 -0.1839
H -0.0565 0.7789 5.1712
H -1.7449 1.2148 4.7319
H -0.4210 1.6980 3.7007
H 1.5892 0.6515 2.1997
H 0.2231 -0.0316 1.3189
H 0.7134 -2.5463 0.4133
H 2.3890 -3.0409 0.3761
H 2.5498 -2.8922 -1.9744
H 0.8897 -3.4001 -1.7799
H 1.8775 -0.5636 -2.3605
H 1.0124 -1.6129 -3.4320
H -0.9881 -0.8753 -2.6899
H -0.6229 -1.4450 -1.0761
H -1.3416 1.8123 -0.0600
H -2.2827 1.0283 -1.3507
H -1.7214 0.1000 0.0543
H 1.4493 2.7625 -1.0006
H -0.2209 3.2969 -1.1094
H 0.8629 3.5339 -2.4972
H 4.1679 -1.9044 0.9722
H 4.0602 0.0733 -1.1583
H 6.2571 -1.9694 -0.5575
H 4.6793 -2.4131 -1.2473
H 5.7694 -1.3372 -2.1256
C 9.9722 2.6913 -2.1808
C 10.0199 1.1756 -2.1903
O 10.3179 0.6369 -0.9070
H 10.9226 3.0977 -1.8354
H 9.7650 3.0845 -3.1768
H 9.1892 3.0514 -1.5067
H 10.8049 0.8247 -2.8587
H 9.0690 0.7675 -2.5546
H 9.6314 0.9425 -0.3055
C -3.5225 -3.6186 3.0627
C -4.9273 -4.1466 3.2799
O -4.9565 -5.5693 3.3276
H -3.1075 -4.0359 2.1436
H -3.5148 -2.5314 2.9876
H -2.8697 -3.9094 3.8910
H -5.5694 -3.8737 2.4430
H -5.3650 -3.7285 4.1918
H -4.4143 -5.8642 4.0671
C -0.2635 3.2855 -7.1869
C -0.6075 3.9779 -5.8822
O -1.1075 3.0739 -4.9078
H -1.1420 2.7769 -7.5843
H 0.0947 3.9985 -7.9306
H 0.5158 2.5365 -7.0289
H -1.3973 4.7135 -6.0445
H 0.2691 4.5062 -5.4869
H -0.4274 2.4147 -4.7194
C 0.3519 -4.5474 6.7426
C 1.3547 -3.5144 7.2186
O 2.0106 -2.8605 6.1351
H 0.8416 -5.2923 6.1151
H -0.1151 -5.0549 7.5873
H -0.4377 -4.0745 6.1512
H 2.1482 -3.9865 7.7961
H 0.8659 -2.7783 7.8658
H 1.3378 -2.4251 5.6016
C -6.2624 -6.6856 0.0279
C -4.9476 -7.3970 -0.2204
O -3.8496 -6.6760 0.3335
H -6.2345 -5.6823 -0.4002
H -7.1047 -7.2240 -0.4083
H -6.4365 -6.5893 1.1020
H -4.7432 -7.4826 -1.2874
H -4.9793 -8.4097 0.1951
H -4.0112 -6.5988 1.2823
C -5.3626 3.9010 3.4635
C -3.8605 3.7674 3.5991
O -3.4760 2.5085 4.1602
H -5.8438 3.7806 4.4338
H -5.6285 4.8787 3.0613
H -5.7619 3.1392 2.7897
H -3.4655 4.5197 4.2802
H -3.3761 3.9062 2.6261
H -3.8173 1.8166 3.5819
C -3.8454 7.3655 -5.9604
C -2.6208 8.2576 -5.9069
O -1.7805 7.9340 -4.8006
H -4.4189 7.4527 -5.0372
H -4.4939 7.6246 -6.7981
H -3.5526 6.3177 -6.0685
H -2.9045 9.3001 -5.7704
H -2.0500 8.1865 -6.8390
H -1.5051 7.0181 -4.9109

Calculated values
Total charge = +1
Energy = -81147.00018 eV
Lowest unoccupied orbital energy = -0.1337 hartree
Multiplicity = 1


4.
Here is a structure of composition C28H66N4O15 in a non-equilibrium geometry from the OMol25 dataset. Energies are from ωB97M-V with the def2-TZVPD basis set.

Cartesian coordinates (Å):
C 9.5186 12.4816 -20.8817
C 8.7472 12.1543 -19.6256
C 7.3147 12.7398 -19.6692
N 6.4433 12.4154 -18.4316
C 6.3696 10.9004 -18.1068
C 5.2470 10.4616 -17.1208
C 3.8973 11.0345 -17.4269
C 3.9301 12.5295 -17.7293
C 5.0116 12.9767 -18.6839
C 7.1197 13.0997 -17.2447
H 8.7641 12.4145 -21.6655
H 10.4166 11.8826 -21.0330
H 9.9020 13.4980 -20.7925
H 9.3293 12.6918 -18.8770
H 8.8620 11.0766 -19.5096
H 6.8469 12.3045 -20.5523
H 7.3408 13.8277 -19.7325
H 6.2208 10.4088 -19.0681
H 7.3915 10.5913 -17.8869
H 5.2102 9.3761 -17.0295
H 5.4896 10.6972 -16.0846
H 3.6669 10.4838 -18.3389
H 3.1043 10.7450 -16.7374
H 2.9909 12.8723 -18.1634
H 4.0150 13.1130 -16.8125
H 4.6384 12.6824 -19.6648
H 5.1271 14.0576 -18.7638
H 6.3884 13.0552 -16.4377
H 7.4297 14.0880 -17.5842
H 8.0247 12.5541 -16.9775
C 8.8281 20.0992 -16.2562
N 8.2978 21.0559 -17.3802
C 7.1525 20.3599 -18.1647
C 7.6806 22.2879 -16.7093
C 9.2909 21.4774 -18.5161
C 10.6408 21.9923 -18.0674
O 10.5826 22.9836 -17.1849
H 8.9375 19.1232 -16.7289
H 7.9578 20.0700 -15.6006
H 9.7691 20.3915 -15.7901
H 6.7239 21.0523 -18.8892
H 6.4386 19.9610 -17.4442
H 7.4477 19.4624 -18.7084
H 7.4573 23.0657 -17.4395
H 8.4278 22.7441 -16.0599
H 6.9262 22.0573 -15.9570
H 8.7462 22.0281 -19.2830
H 9.4509 20.5931 -19.1329
H 11.1084 22.3098 -18.9994
H 11.3092 21.2283 -17.6704
H 10.3381 23.8067 -17.6144
C 10.6462 14.6466 -16.5390
N 10.4732 15.7438 -15.5262
C 9.0743 16.2036 -15.7026
C 10.6273 15.3772 -14.0492
C 11.5535 16.8775 -15.8808
C 13.0860 16.5402 -15.7333
O 13.5455 15.9173 -14.5642
H 10.3118 14.9880 -17.5187
H 9.9364 13.8489 -16.3201
H 11.6709 14.2759 -16.5098
H 8.8690 16.5517 -16.7149
H 8.8988 17.0825 -15.0821
H 8.3892 15.3881 -15.4710
H 11.5452 14.7943 -13.9735
H 9.9761 14.5419 -13.7917
H 10.5301 16.1933 -13.3333
H 11.3714 17.7209 -15.2147
H 11.2813 17.1407 -16.9029
H 13.6406 17.4321 -16.0250
H 13.5527 15.9717 -16.5378
H 14.2109 15.2986 -14.8741
C 5.8619 17.3058 -23.5721
N 5.6457 16.1934 -22.5576
C 5.7574 16.8079 -21.1718
C 4.2732 15.5555 -22.6588
C 6.7974 15.1112 -22.7502
C 6.9815 14.4733 -24.0601
O 5.8138 13.7488 -24.4382
H 5.5847 16.8247 -24.5100
H 6.8879 17.6475 -23.7089
H 5.1584 18.1277 -23.4396
H 4.9147 17.4198 -20.8502
H 6.6024 17.4938 -21.1113
H 5.9055 16.0296 -20.4233
H 4.3301 14.8625 -21.8193
H 4.0884 15.0896 -23.6267
H 3.6277 16.4006 -22.4196
H 6.8405 14.4069 -21.9194
H 7.6835 15.7459 -22.7427
H 7.6806 13.6370 -24.0504
H 7.0951 15.2592 -24.8067
H 5.6555 13.0833 -23.7648
O 12.9629 18.9116 -18.1382
C 13.3836 20.0030 -18.8708
O 14.4954 20.4801 -18.6520
O 12.6693 20.3096 -19.8585
H 12.3132 18.5414 -18.7403
O 5.5296 15.6194 -16.0602
C 5.7959 16.7338 -16.5284
O 6.4298 16.8879 -17.6498
O 5.3284 17.6789 -15.8479
H 4.8738 16.1598 -15.6136
O 9.7678 15.3117 -24.0083
C 10.9868 15.6883 -24.4423
O 11.3763 15.2112 -25.5080
O 11.5649 16.5527 -23.7594
H 10.0023 15.7943 -23.2122
O 8.3696 16.1233 -19.4832
C 9.5586 16.6024 -19.9795
O 10.2501 17.4406 -19.3684
O 9.8994 16.1552 -21.0844
H 7.9730 16.7104 -18.8354

Calculated values
Total charge = 0
Energy = -66768.81748 eV
Lowest unoccupied orbital energy = -0.0356 hartree
Multiplicity = 1


- Which value of energy does entry 3 give?
  -81147.00018 eV


- Which value of lowest unoccupied orbital energy does entry 3 give?
  -0.1337 hartree


- Among the records above, which one has the highest lowest unoccupied orbital energy?
  C28H65N3O6P2


- Look up the lowest unoccupied orbital energy of the fourth one.
  -0.0356 hartree